P.
{"formula": "C8H14", "method": "wB97M-V/def2-TZVPD", "symbols": ["C", "C", "C", "C", "C", "C", "C", "C", "H", "H", "H", "H", "H", "H", "H", "H", "H", "H", "H", "H", "H", "H"], "positions_angstrom": [[0.027, -2.296, 1.617], [-0.904, -1.762, 0.534], [-0.257, -0.649, -0.320], [-0.736, 0.759, -0.067], [-1.977, 1.030, 0.320], [0.203, 1.938, -0.313], [1.639, 1.589, -0.653], [2.033, 1.197, -1.855], [-0.510, -3.000, 2.250], [0.896, -2.807, 1.199], [0.446, -1.508, 2.252], [-1.186, -2.597, -0.102], [-1.814, -1.421, 1.020], [0.809, -0.690, -0.096], [-0.303, -0.904, -1.381], [-2.695, 0.247, 0.502], [-2.339, 2.047, 0.369], [0.213, 2.632, 0.528], [-0.206, 2.481, -1.166], [2.353, 1.776, 0.139], [2.983, 0.735, -2.098], [1.326, 1.202, -2.679]], "homo_lumo_gap_ha": 0.3746}

---

Q.
{"formula": "C8H14", "method": "wB97M-V/def2-TZVPD", "symbols": ["C", "C", "C", "C", "C", "C", "C", "C", "H", "H", "H", "H", "H", "H", "H", "H", "H", "H", "H", "H", "H", "H"], "positions_angstrom": [[4.000, 0.688, 0.150], [2.886, -0.062, -0.145], [-2.443, 0.941, -0.693], [-1.367, 1.737, 0.004], [-1.224, 0.189, 0.079], [-1.744, -0.640, 1.394], [0.099, -1.881, -0.586], [-0.361, -0.648, -0.645], [5.005, 0.217, 0.332], [4.074, 1.758, 0.181], [2.894, -1.136, -0.037], [-3.268, 0.810, -0.147], [-2.466, 0.942, -1.738], [-0.752, 2.343, -0.700], [-1.757, 2.414, 0.675], [-2.479, 0.015, 1.992], [-0.980, -1.004, 2.073], [-2.325, -1.444, 0.896], [0.688, -2.345, -1.412], [1.790, -0.280, -0.309], [-0.266, -2.483, 0.198], [-0.003, -0.130, -1.561]], "homo_lumo_gap_ha": 0.3671}

---

R.
{"formula": "C8H14", "method": "wB97M-V/def2-TZVPD", "symbols": ["C", "C", "C", "C", "C", "C", "C", "C", "H", "H", "H", "H", "H", "H", "H", "H", "H", "H", "H", "H", "H", "H"], "positions_angstrom": [[2.027, -1.037, 1.991], [0.686, -1.080, 1.250], [0.749, -1.785, -0.128], [-0.275, -1.275, -1.156], [-1.723, 3.325, -0.309], [-1.583, 2.343, -1.208], [-1.389, 0.917, -0.931], [-0.337, 0.216, -1.342], [2.357, -2.046, 2.232], [2.763, -0.501, 1.391], [1.886, -0.443, 2.893], [-0.013, -1.679, 1.837], [0.284, -0.071, 1.160], [0.553, -2.840, 0.082], [1.763, -1.653, -0.514], [-0.006, -1.759, -2.106], [-1.246, -1.712, -0.935], [-2.113, 3.160, 0.684], [-1.439, 4.305, -0.661], [-1.471, 2.705, -2.222], [-2.123, 0.322, -0.390], [0.651, 0.587, -1.619]], "homo_lumo_gap_ha": 0.3669}

---

S.
{"formula": "C8H14", "method": "wB97M-V/def2-TZVPD", "symbols": ["C", "C", "C", "C", "C", "C", "C", "C", "H", "H", "H", "H", "H", "H", "H", "H", "H", "H", "H", "H", "H", "H"], "positions_angstrom": [[-1.233, -0.607, -3.032], [-2.229, -0.633, -1.808], [-1.831, 0.148, -0.432], [0.558, -0.819, 0.105], [-0.698, -0.508, 0.486], [2.707, 1.384, 2.690], [1.605, 0.524, 2.058], [1.737, -0.364, 1.053], [-0.782, 0.407, -3.291], [-1.641, -1.106, -3.927], [-0.310, -1.075, -2.939], [-3.179, -0.018, -2.127], [-2.661, -1.636, -1.452], [-2.732, 0.278, 0.275], [-1.672, 1.335, -0.682], [1.040, -1.494, -0.697], [-1.005, -0.456, 1.520], [2.948, 1.100, 3.708], [2.333, 2.437, 2.795], [3.658, 1.390, 2.118], [0.678, 0.490, 2.783], [2.710, -0.775, 0.798]], "homo_lumo_gap_ha": 0.3044}

---

Stability check: which of them is most stable? P.

---

P.
{"formula": "C3H6N2O", "method": "wB97M-V/def2-TZVPD", "symbols": ["C", "C", "N", "C", "N", "H", "H", "H", "H", "H", "H", "O"], "positions_angstrom": [[1.512, 0.564, -0.372], [1.025, -0.590, -1.112], [-0.117, -0.207, -1.634], [-0.339, 1.122, -1.211], [0.653, 1.574, -0.488], [2.309, 0.478, 0.344], [1.508, -1.544, -1.217], [-0.745, -0.796, -2.161], [-1.238, 1.598, -1.558], [-1.913, -0.297, 3.665], [-1.230, -0.843, 2.415], [-1.426, -1.060, 3.330]], "spin_multiplicity": 2, "homo_lumo_gap_ha": [0.3607, 0.2129], "charge": 1}

---

Q.
{"formula": "C3H6N2O", "method": "wB97M-V/def2-TZVPD", "symbols": ["C", "C", "N", "C", "N", "H", "H", "H", "H", "H", "H", "O"], "positions_angstrom": [[1.641, 0.561, 0.242], [0.859, 0.439, 1.363], [-0.441, 0.680, 1.027], [-0.427, 0.885, -0.377], [0.792, 0.833, -0.889], [2.650, 0.352, 0.223], [1.058, 0.166, 2.403], [-1.078, 0.867, 1.762], [-1.403, 1.125, -0.849], [-1.185, -1.644, -0.926], [-0.884, -2.192, -2.349], [-1.584, -2.072, -1.629]], "spin_multiplicity": 2, "homo_lumo_gap_ha": [0.3830, 0.2141], "charge": 1}

---

Stability check: which of them is most stable? P.

---

P.
{"formula": "C30H60O30", "method": "wB97M-V/def2-TZVPD", "symbols": ["C", "O", "C", "O", "O", "C", "H", "H", "H", "H", "H", "H", "C", "O", "C", "O", "O", "C", "H", "H", "H", "H", "H", "H", "C", "O", "C", "O", "O", "C", "H", "H", "H", "H", "H", "H", "C", "O", "C", "O", "O", "C", "H", "H", "H", "H", "H", "H", "C", "O", "C", "O", "O", "C", "H", "H", "H", "H", "H", "H", "C", "O", "C", "O", "O", "C", "H", "H", "H", "H", "H", "H", "C", "O", "C", "O", "O", "C", "H", "H", "H", "H", "H", "H", "C", "O", "C", "O", "O", "C", "H", "H", "H", "H", "H", "H", "C", "O", "C", "O", "O", "C", "H", "H", "H", "H", "H", "H", "C", "O", "C", "O", "O", "C", "H", "H", "H", "H", "H", "H"], "positions_angstrom": [[13.002, 2.467, -15.187], [13.892, 2.057, -16.247], [14.475, 0.863, -16.294], [14.285, -0.101, -15.546], [15.449, 0.932, -17.150], [16.397, -0.160, -17.391], [13.222, 2.188, -14.157], [12.045, 1.961, -15.318], [12.931, 3.553, -15.231], [15.869, -1.095, -17.582], [17.023, -0.389, -16.528], [17.048, 0.134, -18.215], [18.060, 14.208, -11.329], [17.570, 12.890, -11.608], [17.773, 12.338, -12.824], [18.350, 12.830, -13.788], [17.180, 11.148, -12.905], [16.303, 10.607, -11.932], [18.220, 14.366, -10.262], [17.245, 14.911, -11.503], [18.906, 14.481, -11.959], [15.747, 9.759, -12.333], [15.509, 11.300, -11.656], [16.922, 10.414, -11.056], [15.193, -12.881, -19.066], [15.748, -11.587, -18.794], [15.076, -10.755, -17.934], [14.091, -10.998, -17.212], [15.696, -9.566, -18.013], [15.286, -8.347, -17.341], [14.104, -12.864, -19.028], [15.441, -13.484, -18.192], [15.611, -13.234, -20.009], [16.197, -7.840, -17.024], [14.726, -8.713, -16.480], [14.608, -7.720, -17.920], [17.289, -5.529, -23.575], [16.061, -6.251, -23.560], [15.514, -6.655, -24.700], [15.827, -6.357, -25.844], [14.569, -7.577, -24.376], [14.119, -8.415, -25.444], [17.182, -4.455, -23.419], [17.724, -5.746, -24.551], [17.920, -5.899, -22.768], [13.467, -9.173, -25.012], [14.953, -8.904, -25.946], [13.561, -7.906, -26.231], [3.366, 6.553, -10.363], [4.547, 7.188, -10.893], [5.440, 6.490, -11.514], [5.519, 5.250, -11.553], [6.386, 7.352, -11.817], [7.649, 6.979, -12.280], [2.707, 7.211, -9.797], [3.409, 5.655, -9.747], [2.761, 6.253, -11.218], [8.402, 7.268, -11.546], [7.882, 7.628, -13.124], [7.756, 5.914, -12.484], [8.370, -0.815, -10.459], [7.085, -1.222, -10.772], [6.026, -0.834, -10.000], [6.043, -0.228, -8.920], [4.879, -1.351, -10.408], [3.887, -1.737, -9.463], [8.477, -1.119, -9.418], [8.292, 0.263, -10.601], [9.210, -1.221, -11.023], [3.166, -0.922, -9.398], [4.388, -2.046, -8.545], [3.430, -2.550, -10.026], [17.284, 1.294, -24.483], [16.831, 1.226, -25.812], [17.267, 0.196, -26.535], [18.211, -0.564, -26.304], [16.569, 0.191, -27.701], [17.007, -0.522, -28.851], [16.674, 0.656, -23.844], [17.163, 2.304, -24.091], [18.338, 1.029, -24.399], [18.022, -0.912, -28.786], [16.965, 0.118, -29.733], [16.351, -1.360, -29.086], [18.606, 4.551, -14.631], [18.715, 3.232, -14.188], [19.803, 2.766, -13.550], [20.855, 3.403, -13.403], [19.596, 1.427, -13.276], [20.620, 0.890, -12.461], [18.877, 5.283, -13.870], [17.554, 4.726, -14.859], [19.194, 4.757, -15.525], [21.036, 1.527, -11.681], [21.440, 0.572, -13.106], [20.251, -0.041, -12.030], [14.733, 6.889, -20.529], [15.178, 7.616, -21.746], [16.247, 8.458, -21.624], [16.787, 8.599, -20.548], [16.596, 8.991, -22.817], [17.385, 10.167, -22.851], [15.480, 6.283, -20.017], [14.017, 6.184, -20.951], [14.086, 7.453, -19.857], [18.212, 10.002, -22.161], [16.986, 11.052, -22.356], [17.693, 10.181, -23.897], [22.453, 3.175, -18.558], [23.634, 2.610, -17.923], [23.646, 1.374, -17.534], [23.006, 0.412, -17.920], [24.545, 1.160, -16.506], [25.244, 2.156, -15.759], [22.672, 4.216, -18.795], [21.631, 3.164, -17.842], [22.244, 2.708, -19.521], [24.653, 2.756, -15.067], [25.687, 2.872, -16.451], [26.087, 1.692, -15.248]], "homo_lumo_gap_ha": 0.3879}

---

Q.
{"formula": "C30H60O30", "method": "wB97M-V/def2-TZVPD", "symbols": ["C", "O", "C", "O", "O", "C", "H", "H", "H", "H", "H", "H", "C", "O", "C", "O", "O", "C", "H", "H", "H", "H", "H", "H", "C", "O", "C", "O", "O", "C", "H", "H", "H", "H", "H", "H", "C", "O", "C", "O", "O", "C", "H", "H", "H", "H", "H", "H", "C", "O", "C", "O", "O", "C", "H", "H", "H", "H", "H", "H", "C", "O", "C", "O", "O", "C", "H", "H", "H", "H", "H", "H", "C", "O", "C", "O", "O", "C", "H", "H", "H", "H", "H", "H", "C", "O", "C", "O", "O", "C", "H", "H", "H", "H", "H", "H", "C", "O", "C", "O", "O", "C", "H", "H", "H", "H", "H", "H", "C", "O", "C", "O", "O", "C", "H", "H", "H", "H", "H", "H"], "positions_angstrom": [[-8.461, 2.373, -2.364], [-7.218, 1.709, -2.284], [-6.199, 2.056, -3.094], [-6.199, 3.016, -3.825], [-5.266, 1.153, -2.959], [-4.089, 1.257, -3.779], [-9.222, 1.794, -2.891], [-8.350, 3.253, -3.002], [-8.810, 2.615, -1.365], [-4.104, 1.609, -4.805], [-3.790, 0.209, -3.732], [-3.242, 1.703, -3.262], [-0.820, 3.047, -2.704], [-1.264, 2.993, -1.379], [-2.520, 3.053, -0.998], [-2.877, 2.779, 0.125], [-3.330, 3.547, -1.925], [-4.700, 3.764, -1.618], [0.120, 3.579, -2.811], [-1.460, 3.669, -3.343], [-0.863, 2.062, -3.165], [-5.053, 4.377, -2.441], [-4.792, 4.234, -0.638], [-5.290, 2.852, -1.516], [0.537, 0.279, -0.027], [0.052, 0.687, -1.299], [-0.783, -0.100, -2.003], [-1.267, 0.241, -3.051], [-0.886, -1.290, -1.455], [-1.153, -2.456, -2.241], [-0.120, 0.712, 0.724], [1.547, 0.656, 0.126], [0.599, -0.802, 0.088], [-1.946, -3.051, -1.803], [-0.258, -2.975, -2.580], [-1.541, -2.124, -3.210], [4.466, -0.512, 2.459], [4.508, 0.853, 2.880], [5.057, 1.078, 4.074], [5.506, 0.215, 4.795], [5.150, 2.369, 4.258], [5.673, 2.830, 5.494], [3.760, -1.121, 3.030], [5.432, -1.003, 2.549], [4.053, -0.516, 1.454], [4.990, 2.790, 6.343], [6.025, 3.842, 5.317], [6.511, 2.216, 5.825], [1.685, -1.351, -5.509], [1.224, -2.425, -4.715], [1.391, -3.644, -5.241], [2.050, -3.909, -6.208], [0.876, -4.537, -4.414], [1.345, -5.856, -4.335], [1.230, -1.433, -6.497], [2.774, -1.433, -5.532], [1.459, -0.361, -5.121], [1.439, -6.241, -5.355], [0.706, -6.516, -3.758], [2.360, -5.884, -3.928], [2.768, 3.191, 1.417], [2.189, 3.023, 0.133], [2.900, 2.694, -0.908], [4.113, 2.582, -0.909], [2.157, 2.638, -2.004], [2.639, 1.967, -3.170], [2.624, 4.253, 1.633], [3.838, 3.015, 1.490], [2.157, 2.575, 2.073], [2.954, 0.929, -3.054], [3.522, 2.534, -3.466], [1.853, 1.964, -3.918], [2.519, -2.825, -1.200], [3.887, -2.484, -1.395], [4.240, -1.435, -2.157], [3.492, -0.647, -2.652], [5.563, -1.518, -2.282], [6.236, -0.634, -3.168], [2.516, -3.136, -0.151], [2.355, -3.748, -1.756], [1.829, -1.996, -1.333], [5.577, 0.140, -3.562], [6.587, -1.207, -4.026], [7.053, -0.186, -2.608], [1.548, 0.487, 5.390], [0.610, 1.533, 5.195], [0.216, 1.765, 3.947], [0.507, 1.153, 2.954], [-0.389, 2.947, 3.946], [-1.011, 3.305, 2.713], [1.609, 0.201, 6.439], [2.539, 0.834, 5.098], [1.360, -0.472, 4.904], [-1.467, 4.286, 2.787], [-1.784, 2.567, 2.493], [-0.367, 3.261, 1.834], [-3.398, -0.167, 0.977], [-3.896, -1.029, 2.013], [-3.643, -2.312, 1.952], [-2.867, -2.827, 1.173], [-4.261, -2.908, 2.971], [-4.007, -4.294, 3.161], [-4.174, 0.587, 0.830], [-3.454, -0.711, 0.036], [-2.473, 0.343, 1.224], [-3.012, -4.489, 3.558], [-4.083, -4.800, 2.197], [-4.786, -4.714, 3.792], [-0.088, -2.030, 2.689], [0.511, -2.647, 3.829], [-0.161, -2.786, 4.998], [0.366, -2.925, 6.059], [-1.462, -2.603, 4.795], [-2.328, -2.398, 5.881], [-0.322, -2.809, 1.964], [0.643, -1.373, 2.226], [-0.995, -1.487, 2.938], [-1.810, -2.000, 6.756], [-2.717, -3.374, 6.184], [-3.174, -1.736, 5.714]], "homo_lumo_gap_ha": 0.3946}

---

Stability check: which of them is most stable? Q.